# C30H30ClEuIN3O9P3Se4

A structure of composition C30H30ClEuIN3O9P3Se4 at a distorted geometry (wB97M-V/def2-TZVPD, the OMol25 dataset).

Geometry as XYZ:
```
82
Properties=species:S:1:pos:R:3:forces:R:3
H -5.4220 0.5058 0.2207 -1.038 0.994 0.505
O -0.1057 -4.3369 0.4775 0.389 0.525 0.730
C -1.3132 2.1545 -2.0397 0.317 -0.672 1.061
C 2.0546 -1.4320 4.8949 0.656 -0.103 -0.302
O -1.3757 -3.8298 -1.7760 -0.180 1.025 0.716
C -0.4780 -0.2777 -3.7428 1.196 -1.846 -1.160
O -1.6819 -5.9425 -0.6458 1.261 -0.917 1.931
C 3.4541 2.9454 -0.2032 -0.178 0.638 0.757
H 1.8323 -1.1410 -1.4050 -0.671 0.078 -0.938
C 2.4202 1.8178 -2.5004 0.038 0.430 0.600
C 1.2642 -0.2908 4.4069 0.949 -0.723 0.989
H 5.2888 3.2327 -1.3983 0.041 -0.067 0.624
H 1.4949 2.5064 0.6969 0.780 0.258 -0.582
C -4.9786 -0.3355 -1.5324 -0.906 -0.227 0.047
H -0.9023 2.4630 2.9275 0.079 -0.225 0.416
Se 6.5761 -2.3693 -0.8833 -0.078 -0.072 0.316
C -1.1498 2.8437 -3.2397 -1.707 0.383 1.048
H 4.2806 2.0912 -3.3533 0.606 0.327 0.038
C 3.1028 -1.0644 5.7263 -0.302 -1.196 0.286
H -4.2487 4.3530 -3.3433 0.257 -0.112 0.477
H -2.5402 1.6930 -0.3522 -0.298 0.026 -0.205
H -1.1968 0.3986 -4.0658 -1.184 1.547 -0.019
C -3.4449 3.7578 -2.8996 1.441 -0.780 -1.790
O -4.1430 -2.3168 1.6211 1.061 0.315 -0.805
H -1.1724 -6.4345 0.0666 -1.051 0.546 -1.296
C -0.2588 -1.3258 -4.6884 0.155 1.190 1.518
O -2.6678 -3.9622 0.4609 0.999 0.367 -0.125
C -0.4526 0.3629 3.0481 0.611 -0.218 -0.719
Se 3.1787 -1.7045 0.7488 1.270 0.031 0.034
H 3.7828 3.3790 0.7152 0.504 0.314 0.413
O -2.0247 -3.0152 2.7909 0.902 -1.382 -1.328
C 1.6242 1.8825 -1.3500 -0.616 0.375 -0.221
C -2.5058 2.2188 -1.3024 0.796 0.416 -0.682
H -2.2481 -2.4527 -1.9319 0.067 0.679 0.718
P -1.3147 -4.3893 -0.3850 -1.045 -1.313 -1.829
C 0.2570 -0.1928 -2.5667 -1.293 0.724 0.001
N 0.3770 -0.5881 3.4670 -1.579 0.327 -0.553
H 2.0030 1.5025 -3.4625 0.299 -0.300 0.477
Se 5.6878 -1.3550 -2.6453 -0.161 0.024 0.383
H 2.1679 -2.9510 -2.9901 -0.089 0.000 0.033
H 0.7738 -3.1735 -4.9826 0.133 -0.221 -0.644
C 0.7086 2.0440 4.3156 -0.989 0.091 0.416
C 1.4181 -2.2035 -3.2188 -0.354 0.251 -0.250
H -0.7710 -1.3355 -5.6188 -0.617 0.001 -0.536
H -4.2970 -1.6213 -3.1037 0.049 0.023 -0.558
O 1.8472 -2.6362 4.5033 -0.478 0.232 -0.346
H -2.5037 -2.5615 3.4554 -0.812 0.580 1.146
H -6.0157 -0.7551 -1.6111 0.461 0.435 -0.032
H -4.9421 0.5437 -2.1643 0.163 0.149 -0.362
O 7.3093 4.8543 6.3387 0.114 -0.143 -0.114
C -3.5642 3.0172 -1.7462 0.620 0.075 0.590
C 0.6625 -2.2854 -4.3990 0.783 -0.661 1.062
C -0.3037 1.7060 3.4426 0.088 0.187 -0.487
H -2.4511 -1.1500 -0.8287 0.491 0.131 0.744
I 4.3628 -2.5288 6.5448 -0.197 0.018 -0.240
C 2.5467 1.2579 5.7937 -1.468 1.415 -0.692
P -0.0562 1.0574 -1.2132 0.834 0.038 -0.805
Se 5.5277 -1.9631 1.2516 -1.141 0.143 -0.738
C 1.4617 1.0140 4.8983 0.746 0.955 -0.331
H -2.1435 -0.8959 -2.4555 0.083 0.534 -0.027
C 3.7485 2.2532 -2.4292 -1.062 -0.384 -1.067
C 6.7201 5.5975 6.9386 -0.124 0.134 0.112
H -4.5190 -2.4123 -1.5595 0.457 0.579 -0.218
H 4.0775 0.4239 6.9127 -0.408 -0.223 -0.612
O -1.6892 -1.6349 0.8514 0.302 0.704 -1.363
C 2.1402 2.5172 -0.2095 -0.779 -1.334 -0.123
C -4.1460 -1.4825 -2.0499 0.450 -1.027 1.008
N -2.6581 -1.4427 -1.7771 -1.149 -1.403 -1.472
C 1.2004 -1.1648 -2.3319 1.571 -0.856 1.196
N -4.6387 0.0650 -0.1793 0.853 -0.766 -0.439
H -2.1183 4.0960 -4.6114 -0.224 0.475 -0.436
P -2.6984 -2.6112 1.3286 -1.464 -0.376 2.590
Cl 2.9765 2.9004 6.3346 -0.393 -0.724 -0.233
C 4.2826 2.8461 -1.3018 -0.300 -0.353 -0.817
C -2.2385 3.5957 -3.6746 -0.494 0.163 0.795
C 3.2755 0.2231 6.1758 2.516 0.205 2.062
H -4.3811 3.1136 -1.0670 -0.794 0.060 0.064
Eu 0.9001 -2.8590 2.2745 -0.569 0.048 -0.087
H -1.1358 0.0427 2.2519 0.062 0.320 0.381
H -4.5391 -0.7594 0.4022 0.256 -0.423 0.330
H 0.8531 3.0683 4.6782 0.029 -0.381 -0.424
H -0.2037 2.8385 -3.7256 0.457 -0.058 -0.605
```
Forces are in eV/Å.

Results
Calculated total energy = -383708.7622 eV
Charge = -1
Orbital gap (spin up / spin down) = 6.451 / 3.709 eV
Multiplicity = 7
LUMO level (spin up / spin down) = 2.09 / 0.68 eV
⟨S²⟩ = 12.025
HOMO energy (spin up / spin down) = -4.359 / -3.025 eV

=====

# C5H12NO2

A structure of composition C5H12NO2 at a distorted geometry (wB97M-V/def2-TZVPD, the OMol25 dataset).

Geometry as XYZ:
```
20
Properties=species:S:1:pos:R:3:forces:R:3
C -0.7082 -1.5674 -0.9496 0.967 -0.440 -0.562
H -0.5717 -1.4757 1.0006 0.655 -0.281 -0.090
H -0.8819 -2.5093 -1.4830 -0.477 0.252 -0.323
O -0.8341 -0.2862 2.6318 -0.318 -0.271 0.394
H 1.2721 -1.2602 -1.3583 0.547 -0.158 -0.629
H 0.1756 -1.0790 -2.8500 0.557 -0.850 0.031
H -0.2765 -0.7937 3.2298 0.008 0.143 0.067
H 1.1330 0.2473 0.6480 0.139 -0.412 -0.182
C 0.4383 1.6645 -0.7710 0.248 -1.393 -0.008
C 0.4982 0.7064 -1.9606 -0.717 0.559 0.646
H -0.4710 2.4949 1.4987 0.216 0.060 -0.325
C 0.6180 1.1811 0.4841 -0.781 0.814 0.380
N 0.1559 1.7063 1.6342 0.034 0.647 1.192
H -0.3853 0.8033 2.4518 0.477 -0.810 -1.139
O -0.1863 -2.0550 0.2890 -1.021 1.290 0.602
H -0.4024 0.9939 -2.5228 0.342 -0.039 -0.494
H -0.1668 2.5606 -0.8598 -0.018 0.078 -0.225
H -1.6376 -1.0004 -0.8676 -0.003 -0.002 0.278
C 0.3766 -0.8390 -1.8028 -0.692 0.709 0.616
H 1.3882 0.8474 -2.5890 -0.161 0.101 -0.230
```
Forces are in eV/Å.

Results
Calculated total energy = -10963.8210 eV
Charge = -1
Orbital gap = 6.574 eV
LUMO level = 4.07 eV
HOMO energy = -2.500 eV

=====

# C8H10O4

The molecule C8H10O4 at a distorted geometry (wB97M-V/def2-TZVPD, the OMol25 dataset).

Geometry as XYZ:
```
22
Properties=species:S:1:pos:R:3:forces:R:3
C 2.1108 3.0320 0.2016 5.652 0.118 -0.447
C 1.6630 1.7365 -0.7030 -5.137 2.748 2.242
C 0.1843 1.8308 -0.5638 2.367 -1.740 -1.947
O -1.6474 3.3160 0.6737 9.206 -1.061 -1.880
C -0.3681 -3.1470 1.4853 0.127 -0.709 1.073
H -1.1510 -3.4529 2.3285 1.638 0.612 -2.004
C -0.3739 3.0713 0.3550 -2.865 -1.143 -0.125
H 0.1675 -2.1739 1.8662 -1.093 -1.711 -0.945
H -0.3312 0.2916 -2.2938 -0.645 0.864 2.262
H 0.7495 -2.0106 -0.4066 -2.236 -0.048 -0.827
H -0.2732 -0.2338 0.8055 -1.552 -0.483 -2.095
H 0.4536 -4.0086 1.4108 -1.751 1.827 0.043
O -1.0949 -2.9930 0.2122 2.163 1.207 0.042
C -0.9516 -0.5146 -0.1353 0.457 0.482 0.046
H -0.5818 -2.1677 -1.8000 0.040 0.144 2.396
O 3.3897 3.4214 0.4155 -9.415 -2.139 -1.038
H -2.0540 -0.5222 0.2585 2.108 -0.381 -0.972
C -0.4074 -1.9804 -0.6559 -0.014 0.723 1.357
O 0.8893 3.7382 0.7069 -0.326 -1.269 -0.526
C -0.7997 0.6864 -1.2831 0.124 0.764 0.915
H 2.2869 0.9400 -1.3011 -1.257 2.084 1.538
H -1.8605 1.1404 -1.5770 2.408 -0.888 0.891
```
Forces are in eV/Å.

Results
SMILES string = COCCCC1=CC(=O)OC1=O
Calculated total energy = -16641.1090 eV
Orbital gap = 8.230 eV
LUMO level = -1.78 eV
HOMO energy = -10.009 eV

=====

# C18H36O6

A cluster of 6 separate species, C18H36O6 in total at a distorted geometry (wB97M-V/def2-TZVPD, the OMol25 dataset).

Geometry as XYZ:
```
60
Properties=species:S:1:pos:R:3:forces:R:3
H -4.4518 -1.3466 2.4549 0.322 4.520 1.247
H 1.9935 1.2771 -0.7676 0.368 -0.944 0.727
C 1.4471 1.8806 -1.4369 -0.408 1.384 -1.689
H -3.4643 -1.2690 -0.5091 0.194 -0.231 -0.059
O 1.1127 2.0936 1.8038 -1.293 0.279 1.815
H -1.1588 1.1273 0.9886 0.014 0.889 2.397
H -1.4724 4.8199 -5.6791 -3.014 2.451 -7.568
H 0.1729 -0.9252 -1.0231 -0.090 1.085 0.487
C -2.8697 -1.7499 0.2939 -3.662 5.004 1.532
C 0.4701 -2.5783 1.8030 8.177 -3.227 -5.717
H -4.7946 -2.8812 2.8162 -0.237 -0.497 -0.122
H 4.5705 -2.1753 -1.1406 1.773 -0.429 0.777
C -1.1240 4.5690 -4.8548 3.128 -2.597 7.670
O -0.8675 2.0038 -2.2612 0.525 0.763 0.558
H 3.9688 -4.8406 -1.0389 0.941 -1.001 0.244
H -0.3814 1.2985 4.5712 -0.722 0.440 0.537
H -1.9091 0.9405 2.7188 1.035 0.665 -0.512
H 3.4615 -2.4201 3.5097 0.972 0.101 1.011
H -0.1853 5.4275 -2.2094 -0.336 0.442 -0.697
C 1.7865 -3.0477 2.5123 -2.710 0.177 1.207
H 0.4421 -0.5173 -2.4405 6.217 -3.427 -8.602
H -1.8578 6.3791 -1.9498 1.546 -0.671 -0.494
C -4.8461 -2.1452 2.0200 -0.014 -4.671 -2.725
C 3.2638 -4.3738 -0.3933 -4.279 0.176 -0.888
H 2.2495 -4.9978 -0.2353 2.605 0.967 -0.428
O 1.5419 -3.0496 -1.4405 2.105 0.289 -0.429
H -2.1351 -2.2275 -0.1369 3.854 -2.773 -2.164
H -1.7010 4.6845 -1.7804 0.392 0.049 -0.142
C 0.2136 1.9959 2.6294 -0.587 -1.926 -1.069
C -1.9352 5.2732 -3.7533 4.021 -0.432 -1.503
H -5.7617 -2.3416 1.4434 -0.445 1.370 0.956
C 0.3774 1.9676 4.2114 1.345 -1.889 -2.711
H 2.1825 -1.2810 3.4559 -5.721 7.312 5.793
H -0.9387 3.5223 -4.8623 -1.209 -1.578 0.540
H 1.3332 2.8477 -0.9909 -0.175 0.599 0.558
H -1.2322 -0.3639 -1.8378 -0.729 -0.493 -1.230
O -3.8674 -3.8862 0.7807 0.295 2.475 -0.657
H 3.5629 -4.0874 0.6124 0.577 0.178 -0.294
H -1.9063 2.4863 1.8573 0.220 0.326 0.261
H 0.0849 -3.2841 1.1176 -0.980 -0.699 -0.095
C 2.7578 -3.1997 -1.3163 -1.126 -0.568 1.711
C 2.6650 -1.9186 3.0349 4.899 -7.754 -7.295
C 0.0410 1.3697 -1.7882 0.505 -3.042 -0.615
C -0.1772 -0.2524 -1.8375 -5.119 4.895 9.268
H 1.3407 1.4994 4.5388 -0.526 0.688 -0.658
H 2.1192 2.1342 -2.3178 -1.110 -0.772 0.546
H 3.4242 -1.3583 -1.8942 -1.624 3.453 -1.058
C 3.8422 -2.2696 -1.8843 -0.160 -4.260 -2.204
H 3.0084 -1.4075 2.1299 0.491 -0.002 0.000
H -0.0730 4.7150 -4.7582 1.031 1.532 0.056
H 4.2336 -2.6795 -2.9464 -0.781 1.179 2.598
O 1.9155 -4.1943 2.8632 0.741 -0.053 -0.492
H 0.3647 2.9843 4.4509 -0.427 1.440 1.184
C -3.8664 -2.6556 0.9531 0.757 -2.857 2.090
H 0.0166 -2.0505 2.4037 -5.823 4.241 6.565
C -1.2814 1.6184 2.0661 0.962 -0.942 -1.257
O -2.8777 5.8485 -4.1903 -2.147 0.924 0.945
C -1.2629 5.5056 -2.3881 -3.413 -0.157 1.214
H -2.4464 -0.7569 0.7844 -1.061 -2.374 -0.117
H 0.8811 -1.7372 1.2375 -0.088 -0.026 -1.001
```
Forces are in eV/Å.

Results
SMILES string = CC(C)=O.CC(C)=O.CC(C)=O.CC(C)=O.CC(C)=O.CC(C)=O
Calculated total energy = -31526.0251 eV
Orbital gap = 9.540 eV
LUMO level = 0.22 eV
HOMO energy = -9.319 eV

=====

So what do the calculations give for energy relative to the best compared isomer or geometry (same formula, charge and spin)? Going down the list: 1.9 73.1 114.2 192.9 kcal/mol.